Computed, not measured: CHCl3CuO3 as an isolated structure in a non-equilibrium geometry, with wB97M-V/def2-TZVPD.

Geometry (Å):
1 Cu 6.39925 9.31993 -13.29738
2 Cl 4.54487 10.55192 -11.86053
3 Cl 7.36769 7.60891 -11.60544
4 Cl 4.77943 7.86955 -14.71872
5 O 7.89092 12.61986 -15.08557
6 C 7.65271 11.44971 -14.59531
7 O 7.67925 11.17745 -13.44436
8 O 7.21621 10.50960 -15.30569
9 H 8.25833 12.79236 -14.21560

Cartesian forces, eV/Å:
0.14 -0.37 -0.85
0.65 -0.61 -0.55
-0.73 1.32 -1.03
0.98 1.02 1.12
1.23 1.27 0.25
-3.78 -5.29 -5.41
1.24 0.37 8.03
-0.71 -0.68 -2.10
0.98 2.99 0.54

Its HOMO-LUMO gap (alpha / beta) is 9.89 / 4.42 eV. As for the total energy: -3285.5138 a.u. Its expectation value of S² is 2.02. As for the net charge: -1. As for the spin multiplicity: 3. As for the highest occupied orbital energy (alpha / beta): -6.8 / -5.9 eV.

Here are the Löwdin charges for atoms 1 to 5, given in e:
1. Cu 0.129
2. Cl -0.044
3. Cl -0.242
4. Cl -0.217
5. O 0.188